Here is the molecule C5H7NO from the OMol25 dataset. Energies are from ωB97M-V/def2-TZVPD.

```
14
Properties=species:S:1:pos:R:3:forces:R:3
C -0.157 -0.132 -1.977 0.0 0.0 -0.1
C -0.135 -0.107 -0.484 -0.1 -0.1 0.1
C -0.663 -1.001 0.358 0.0 0.1 -0.2
N -0.357 -0.688 1.695 0.1 0.1 0.1
C 0.512 0.385 1.762 -0.1 0.2 0.2
O 1.095 0.772 2.749 -0.3 0.0 -0.2
C 0.506 0.974 0.354 0.1 0.0 0.0
H -0.611 -1.061 -2.340 0.1 0.2 0.0
H 0.858 -0.062 -2.389 -0.2 0.0 0.1
H -0.725 0.712 -2.390 0.1 -0.1 0.1
H -1.201 -1.914 0.135 0.0 0.2 0.0
H -0.817 -1.060 2.507 0.2 -0.2 0.0
H 1.482 1.348 0.033 -0.1 -0.2 0.1
H -0.171 1.842 0.428 0.2 -0.1 -0.1
```
Positions in Å, forces in eV/Å.

**Total charge**: 0
**Largest force on an atom**: 0.0072 hartree/bohr
**Frontier orbital gap**: 0.3384 Eh
**HOMO energy**: -8.4 eV
**ΔE to the lowest compared entry with this formula, charge and spin**: 0.1361 eV